Formula: C37H48N2O7PSiW
Source: the Open Molecules 2025 dataset
Level of theory: ωB97M-V/def2-TZVPD

Structure (ORCA input):
```
! RIJCOSX wB97M-V def2-TZVPD def2/J DEFGRID3
* xyz 1 3
W -0.39 -0.54 0.30
C -1.41 0.40 7.24
O -0.13 -0.22 7.06
C 0.30 -0.42 5.81
C 1.59 -1.03 5.73
C 2.12 -1.28 4.51
C 1.43 -0.95 3.31
C 2.04 -1.17 2.06
C 3.46 -1.66 1.96
O 1.47 -0.96 0.93
C 0.13 -0.34 3.39
O -0.58 -0.01 2.37
C -0.40 -0.08 4.68
H -1.53 0.49 8.31
H -2.19 -0.23 6.82
H -1.42 1.38 6.78
H 2.10 -1.29 6.65
H 3.09 -1.75 4.45
H 4.14 -1.03 2.53
H 3.77 -1.67 0.91
H 3.53 -2.67 2.35
H -1.38 0.38 4.73
N -2.23 0.81 -0.38
C -2.26 0.96 -1.81
C -3.35 1.30 -2.55
C -3.24 1.45 -3.96
C -2.04 1.30 -4.58
C -0.89 0.94 -3.83
C 0.40 0.78 -4.40
C 1.46 0.42 -3.61
C 1.21 0.14 -2.25
N 0.02 0.27 -1.70
C -1.02 0.73 -2.46
H -3.08 0.43 0.01
H -2.03 1.72 0.05
H -4.30 1.47 -2.07
H -4.12 1.71 -4.53
H -1.94 1.44 -5.65
H 0.53 0.94 -5.46
H 2.45 0.28 -4.00
H 2.01 -0.23 -1.63
C -2.56 4.18 2.16
C -1.44 3.17 2.26
O -0.84 3.05 0.94
P 0.53 2.22 0.68
O 1.41 2.86 1.86
C 2.63 2.28 2.37
C 3.60 1.90 1.28
O 1.01 2.89 -0.68
C 1.16 4.33 -0.85
C 0.70 4.68 -2.24
H -2.97 4.38 3.15
H -3.37 3.82 1.53
H -2.20 5.12 1.75
H -1.81 2.19 2.56
H -0.68 3.49 2.96
H 2.37 1.43 2.99
H 3.05 3.05 3.02
H 3.17 1.18 0.58
H 4.49 1.44 1.72
H 3.92 2.77 0.71
H 2.22 4.56 -0.70
H 0.58 4.84 -0.09
H 1.30 4.17 -2.99
H 0.79 5.75 -2.40
H -0.34 4.39 -2.38
C -3.50 -3.96 1.04
Si -2.46 -2.70 1.91
C -0.96 -3.54 2.66
C -3.46 -1.83 3.23
O -1.97 -1.54 0.82
H -3.90 -4.69 1.75
H -2.92 -4.49 0.28
H -4.35 -3.49 0.54
H -1.01 -4.62 2.49
H -0.87 -3.38 3.73
H -0.04 -3.20 2.18
H -3.57 -2.44 4.12
H -4.46 -1.60 2.86
H -2.97 -0.89 3.50
C -3.15 -4.10 -3.41
C -3.42 -2.91 -2.69
C -2.45 -2.36 -1.89
C -1.16 -2.92 -1.76
C -0.11 -2.33 -0.96
C 1.11 -2.96 -0.99
C 1.37 -4.14 -1.73
C 0.38 -4.71 -2.46
C -0.90 -4.11 -2.50
C -1.92 -4.68 -3.31
H -3.92 -4.55 -4.03
H -4.39 -2.45 -2.76
H -2.70 -1.49 -1.32
H 1.95 -2.56 -0.43
H 2.35 -4.58 -1.70
H 0.55 -5.62 -3.03
H -1.70 -5.59 -3.85
*
```

Summary:
⟨S²⟩ = 2.013
E_HOMO (alpha / beta) = -9.27 / -9.78 eV
ΔE to the lowest compared entry with this formula, charge and spin = 26.0 kJ/mol
orbital gap (alpha / beta) = 0.22855 / 0.24532 Ha
energy = -2772.8527 Eh